No. 1
{
  "formula": "C32H35IN6OTm",
  "method": "ωB97M-V/def2-TZVPD",
  "elements": ["C", "H", "H", "H", "H", "N", "H", "H", "H", "H", "C", "H", "H", "H", "H", "C", "C", "C", "N", "H", "H", "C", "C", "C", "H", "N", "C", "C", "C", "C", "C", "C", "H", "C", "H", "C", "C", "H", "Tm", "C", "C", "H", "C", "C", "H", "N", "H", "H", "H", "N", "C", "H", "C", "C", "C", "H", "H", "C", "H", "N", "C", "H", "H", "H", "C", "C", "H", "H", "C", "H", "H", "I", "C", "O", "C", "H"],
  "positions_angstrom": [[1.504, -2.180, -0.999], [2.155, -2.166, 2.352], [-0.260, -3.794, -0.153], [3.236, 3.038, 3.904], [-1.871, -2.395, -1.647], [-0.958, -0.552, -1.753], [-0.284, -2.989, 2.569], [1.432, 3.395, -1.636], [-2.954, -1.668, -5.939], [3.791, 1.257, -1.447], [-1.639, -1.548, -2.268], [-5.674, 2.394, 0.771], [2.246, 0.956, 3.138], [-0.726, 1.900, 5.108], [-1.117, 2.146, -6.960], [2.226, 1.793, 2.484], [1.875, 2.755, 0.432], [1.362, -5.113, 0.196], [-2.004, 1.139, 0.715], [-0.853, -0.465, 5.787], [1.029, -6.060, 0.446], [1.437, -2.614, 0.302], [-3.598, 2.889, 0.712], [-4.348, 0.639, 0.933], [-1.427, 3.077, 0.561], [1.686, 1.708, 1.260], [3.190, -0.506, -0.399], [-0.996, 0.353, -4.105], [2.274, -2.011, 1.255], [4.228, 0.552, -0.792], [2.970, 4.083, 2.104], [2.324, -1.122, -1.355], [-0.978, -4.518, 1.902], [-1.210, 1.353, -6.302], [1.629, -5.015, -0.862], [-0.759, 1.392, -4.994], [-0.079, -3.910, 2.006], [0.643, -4.496, 2.629], [0.253, -0.059, 0.466], [-2.327, 2.462, 0.660], [-2.000, 0.235, -6.628], [4.485, 1.072, 0.158], [-1.123, 1.680, 4.115], [0.525, -3.839, 0.586], [2.219, -5.032, 0.840], [0.040, 1.503, -2.391], [5.141, 0.093, -1.247], [2.335, -0.759, -2.330], [-0.208, 2.235, -4.567], [0.566, 1.636, -1.092], [2.817, 2.953, 2.943], [3.730, -0.560, 1.725], [2.501, 3.942, 0.810], [-0.894, 0.230, 3.774], [-1.297, -0.770, 4.828], [-3.804, 3.911, 0.853], [0.983, -2.757, -1.750], [1.296, 2.630, -0.886], [-2.349, 0.167, -7.711], [-2.046, -1.732, -3.485], [-2.340, -0.791, -5.734], [-2.231, 1.838, 4.242], [-1.013, -1.761, 4.651], [-2.390, -0.873, 4.879], [-0.602, 0.438, -2.646], [-2.999, 0.312, 0.917], [3.517, 4.928, 2.464], [2.443, 4.748, 0.068], [3.140, -1.005, 0.907], [-0.838, 2.380, 3.313], [-2.625, -2.499, -3.801], [-2.561, -1.694, 1.081], [-1.825, -0.699, -4.455], [-0.260, -0.113, 2.759], [-4.605, 1.970, 0.799], [-5.156, -0.115, 0.930]],
  "forces_ev_per_angstrom": [[0.38, 0.07, -0.60], [0.15, -0.60, -1.01], [-0.59, 0.27, -0.19], [0.31, -0.32, 1.16], [-0.02, -0.03, 0.53], [0.56, 0.53, 0.03], [0.04, -0.04, -0.56], [0.15, 0.11, -0.25], [0.06, 0.42, -0.60], [-0.27, 0.77, -0.97], [-0.11, -1.71, 1.13], [1.67, -1.02, 0.14], [-0.47, -0.81, 0.24], [0.27, 0.10, -0.18], [0.48, 1.29, -1.24], [0.15, 1.19, -0.17], [0.10, 0.58, 1.03], [0.78, 2.93, 0.19], [0.47, 0.38, 0.16], [-0.53, 0.07, -0.14], [-1.66, -1.70, 0.17], [-0.81, -1.53, 1.22], [0.06, 0.48, 0.64], [-0.27, -0.61, -0.45], [-0.67, 0.25, 0.03], [0.36, -0.09, 0.10], [0.21, -0.51, -1.09], [-0.62, -0.31, 1.89], [-1.32, 0.05, 1.46], [0.00, -1.12, 1.71], [-0.27, -1.87, 0.17], [0.94, 0.55, 2.10], [-0.09, 0.05, 0.43], [-1.15, -2.45, 2.29], [0.16, -0.37, 0.30], [0.78, 0.92, 0.20], [1.20, -1.17, 0.09], [-0.68, 0.41, -0.24], [-0.32, -0.36, 0.31], [2.66, -1.02, -0.28], [-0.70, -0.48, -2.22], [0.26, -0.20, -0.77], [-1.65, -0.02, -0.74], [0.57, 0.14, 0.06], [1.02, 0.05, -0.14], [1.55, 1.55, 1.43], [-0.81, 0.37, 0.40], [0.08, 0.48, -1.70], [-0.16, -0.23, -0.54], [-1.64, -2.28, -1.39], [0.34, 1.24, -1.45], [-0.07, -0.16, -0.71], [-0.73, 0.29, -0.65], [1.00, -0.01, 0.61], [-0.55, 1.04, -0.07], [-0.25, 1.19, -0.44], [-0.25, 0.26, -0.17], [0.31, 1.24, 0.05], [0.28, -0.01, 1.70], [-0.07, 2.04, -2.09], [0.35, 0.34, -0.05], [0.81, -0.29, -0.01], [0.99, -1.36, -0.70], [0.09, 0.68, 0.36], [-0.75, 0.02, -2.30], [-1.00, -0.68, -0.41], [-0.03, 0.59, 0.05], [0.58, -0.19, 0.44], [0.36, 0.94, 0.29], [0.35, -0.39, 0.53], [0.11, -0.25, 0.53], [0.26, -0.82, 0.21], [0.33, -0.64, -0.10], [-0.34, 0.17, -0.03], [-3.43, 1.12, 0.02], [0.70, 0.49, 0.30]],
  "mulliken_charge": [-0.191, 0.398, 0.175, 0.572, 0.405, 0.458, 0.136, 0.563, 0.432, 0.379, -0.661, 0.366, 0.681, 0.446, 0.534, -0.511, 1.207, -1.551, 0.430, 0.417, 0.476, 0.451, -1.065, -0.853, 0.427, 1.001, 0.757, 0.332, -0.200, -1.563, -0.731, -1.084, 0.415, -1.108, 0.343, -0.129, -1.731, 0.464, 0.615, -0.229, -0.325, 0.348, -1.155, 0.257, 0.438, -1.317, 0.386, 0.614, 0.470, 1.124, -1.149, 0.566, -1.111, 0.918, -1.458, 0.528, 0.756, -0.969, 0.337, 0.104, -0.976, 0.352, 0.340, 0.397, 0.364, 0.586, 0.540, 0.486, -0.592, 0.121, 0.339, 0.245, 0.150, -0.082, -0.386, 0.479],
  "spin_multiplicity": 3,
  "charge": 3,
  "relative_energy_kj_mol": 0.8,
  "orbital_gap_ev": [7.2, 7.2],
  "s2": 2.0021
}

***

No. 2
{
  "formula": "C24H18AgN4O3S",
  "method": "ωB97M-V/def2-TZVPD",
  "elements": ["C", "O", "H", "H", "C", "O", "H", "C", "S", "C", "H", "C", "C", "N", "H", "C", "C", "C", "H", "C", "C", "N", "H", "C", "N", "H", "H", "H", "H", "H", "C", "C", "H", "C", "C", "C", "C", "C", "C", "C", "H", "C", "C", "H", "H", "Ag", "N", "H", "H", "C", "O"],
  "positions_angstrom": [[-0.919, 2.782, 5.175], [-1.521, 1.114, 2.034], [0.394, -5.657, -0.346], [-0.956, 3.486, -2.139], [-0.771, 4.122, 4.775], [2.269, 0.641, -0.274], [-0.674, 5.881, 1.267], [-0.015, -2.289, -0.570], [2.133, -0.799, -0.389], [-1.500, -4.707, -0.302], [-4.170, -4.276, -0.110], [3.328, -0.961, -4.235], [-0.772, 5.159, -0.731], [-0.817, 5.106, 0.647], [4.240, -2.675, -0.895], [-1.126, 1.791, 4.250], [-1.018, 3.418, 2.449], [2.667, -0.611, -3.070], [-3.830, -0.010, -0.435], [3.998, -2.209, -1.841], [4.657, -2.555, -3.017], [-1.065, 3.045, -0.042], [-0.619, 4.911, 5.501], [4.324, -1.933, -4.210], [-2.088, -1.052, -0.545], [-1.240, 0.756, 4.551], [4.837, -2.206, -5.125], [1.682, -3.568, -0.548], [-0.645, 6.080, -1.272], [-5.265, -2.043, -0.158], [0.602, -3.522, -0.517], [-1.462, -2.260, -0.494], [-0.688, 5.439, 3.130], [-0.139, -4.714, -0.388], [-0.981, 3.807, 1.038], [3.009, -1.239, -1.874], [-3.589, -3.368, -0.232], [-0.815, 4.402, 3.428], [-0.927, 3.875, -1.135], [-4.192, -2.146, -0.260], [3.068, -0.477, -5.169], [-1.229, 2.049, 2.841], [-3.384, -1.001, -0.420], [-0.864, 2.529, 6.229], [1.887, 0.140, -3.066], [-0.310, 0.836, 0.082], [0.618, -1.071, -0.716], [5.432, -3.312, -2.999], [-2.064, -5.626, -0.191], [-2.183, -3.466, -0.346], [2.696, -1.618, 0.660]],
  "forces_ev_per_angstrom": [[0.02, 0.02, -0.09], [0.10, 0.04, 0.22], [0.03, 0.02, -0.01], [0.01, 0.00, 0.03], [-0.03, -0.12, 0.04], [0.26, -0.14, -0.05], [-0.04, -0.01, -0.02], [0.03, 0.21, -0.10], [0.19, -0.14, -0.12], [-0.09, 0.05, 0.01], [0.01, 0.01, 0.00], [0.00, 0.00, 0.01], [-0.03, -0.06, 0.11], [0.06, 0.13, -0.07], [0.00, 0.01, -0.03], [-0.03, 0.08, 0.06], [0.09, 0.09, -0.09], [0.06, -0.07, 0.07], [0.01, -0.04, 0.01], [0.01, 0.01, -0.06], [-0.02, 0.02, 0.01], [0.19, -0.10, -0.12], [0.01, -0.02, -0.02], [-0.01, 0.00, 0.01], [0.24, -0.21, 0.04], [-0.01, 0.02, 0.00], [-0.01, 0.01, 0.01], [-0.02, -0.05, 0.00], [0.00, -0.01, 0.02], [0.01, 0.01, 0.00], [0.01, -0.07, 0.00], [0.06, 0.12, -0.04], [0.02, -0.02, 0.04], [0.11, 0.04, -0.01], [-0.08, 0.02, 0.10], [0.04, -0.02, -0.11], [0.03, -0.05, 0.00], [0.00, -0.01, -0.07], [-0.05, -0.07, 0.06], [-0.04, 0.02, -0.01], [0.00, 0.00, 0.01], [-0.17, 0.02, -0.06], [-0.05, 0.04, 0.00], [-0.01, -0.01, 0.00], [0.02, -0.02, 0.00], [-0.66, 0.28, -0.05], [-0.25, -0.05, 0.21], [-0.01, 0.00, 0.01], [-0.01, 0.02, 0.00], [-0.01, 0.01, -0.01], [0.03, -0.02, 0.04]],
  "mulliken_charge": [-0.334, -0.803, 0.352, 0.402, -0.739, -0.827, 0.151, 0.456, 1.688, -0.873, 0.372, -0.599, -0.394, -0.047, 0.463, -0.570, 0.479, -0.398, 0.377, -0.084, -0.626, -0.218, 0.362, -0.326, -0.348, 0.398, 0.363, 0.317, 0.400, 0.356, -0.369, 0.202, 0.155, -0.928, 0.679, -0.172, -0.622, -0.642, -0.557, -0.600, 0.364, 0.262, -0.327, 0.349, 0.382, 0.290, -0.471, 0.359, 0.333, 1.289, -0.727],
  "charge": -1,
  "relative_energy_kj_mol": 0.0,
  "orbital_gap_ev": 6.8
}

***

No. 3
{
  "formula": "C2H5NOS",
  "method": "ωB97M-V/def2-TZVPD",
  "elements": ["H", "S", "N", "C", "H", "O", "H", "H", "C", "H"],
  "positions_angstrom": [[-2.768, -0.162, -1.734], [-0.307, -1.009, -0.040], [2.071, -0.519, -0.249], [-1.686, 0.210, -0.075], [2.232, -1.632, 0.733], [0.633, 1.312, 0.048], [-0.964, 1.644, -0.203], [2.642, 0.169, 0.043], [0.872, 0.136, -0.095], [-2.725, -0.150, 1.571]],
  "forces_ev_per_angstrom": [[1.79, 0.57, 3.10], [-4.90, -0.86, -0.31], [-0.47, -4.73, 2.29], [-1.52, 0.84, -0.21], [-0.78, 4.27, -3.67], [2.03, 1.83, -0.62], [-1.70, -4.36, 0.65], [3.95, 2.44, 1.27], [-0.18, -0.76, 0.74], [1.80, 0.75, -3.24]],
  "mulliken_charge": [0.121, -0.076, -0.649, -0.688, 0.357, -0.582, 0.380, 0.303, 0.700, 0.131],
  "charge": 0,
  "relative_energy_kj_mol": 1208.3,
  "orbital_gap_ev": 7.7
}

***

No. 4
{
  "formula": "C12H18Cl2FeN2O10",
  "method": "ωB97M-V/def2-TZVPD",
  "elements": ["H", "C", "Fe", "C", "C", "O", "C", "C", "H", "C", "C", "O", "H", "C", "H", "H", "C", "H", "H", "Cl", "O", "H", "H", "O", "H", "H", "H", "H", "O", "O", "O", "O", "H", "H", "H", "N", "C", "N", "H", "O", "C", "Cl", "C", "H", "O"],
  "positions_angstrom": [[-2.478, 9.025, 8.235], [-8.303, 9.808, 10.011], [-6.607, 12.165, 8.760], [-2.705, 9.398, 10.318], [-9.018, 15.839, 8.090], [-7.450, 8.446, 6.989], [-3.530, 10.072, 11.226], [-9.428, 13.133, 7.669], [-8.813, 16.880, 8.289], [-3.897, 13.674, 7.993], [-8.008, 14.873, 8.279], [-7.984, 11.202, 10.035], [-7.353, 9.275, 9.995], [-3.034, 9.610, 8.952], [-5.280, 13.268, 6.755], [-8.905, 9.461, 9.171], [-4.138, 10.358, 8.524], [-8.830, 9.438, 10.890], [-3.312, 10.023, 12.283], [-7.523, 9.659, 6.253], [-6.910, 9.444, 4.950], [-11.379, 13.664, 6.954], [-4.309, 10.444, 7.461], [-4.921, 14.676, 12.544], [-9.597, 12.067, 7.644], [-5.205, 11.247, 11.548], [-1.874, 8.785, 10.634], [-3.637, 13.544, 9.043], [-6.960, 15.595, 11.902], [-5.139, 15.745, 10.440], [-6.876, 10.749, 6.907], [-5.217, 13.285, 7.713], [-8.601, 11.606, 10.649], [-3.160, 13.084, 7.448], [-7.034, 15.205, 8.607], [-8.179, 13.533, 8.158], [-4.595, 10.814, 10.769], [-4.961, 11.026, 9.419], [-3.752, 14.726, 7.745], [-8.918, 9.970, 6.084], [-10.439, 14.016, 7.351], [-5.767, 14.926, 11.414], [-10.269, 15.402, 7.600], [-11.000, 16.159, 7.355], [-6.185, 13.688, 10.832]],
  "forces_ev_per_angstrom": [[0.06, 0.23, -0.45], [0.64, -1.54, -0.01], [0.87, -0.68, 0.74], [0.04, 0.24, -0.60], [-0.70, -1.50, -0.68], [0.64, -0.34, 1.14], [-0.54, 0.40, -0.54], [1.58, 0.50, 1.15], [0.05, -0.03, 0.00], [1.76, 0.49, 0.70], [-0.48, -0.34, 0.36], [-1.01, -0.38, 0.27], [-0.01, 0.02, -0.22], [-0.98, -0.07, -0.33], [-0.43, -0.16, -0.17], [0.15, 0.61, -0.39], [1.85, -0.85, 1.04], [0.03, 0.64, 0.38], [-0.29, 0.06, 0.19], [-1.31, -2.23, -3.06], [-0.13, 0.67, 0.92], [0.04, -0.20, 0.01], [-0.36, 0.07, -0.03], [0.53, -0.19, -0.42], [0.21, -0.14, -0.36], [-0.33, 0.45, -0.31], [0.04, -0.01, -0.11], [-0.58, -0.08, 0.00], [0.05, 0.06, -0.36], [0.86, 0.44, -1.09], [1.05, 1.72, 1.34], [-0.42, 0.23, -0.70], [0.20, 0.60, -0.06], [-0.22, -0.22, -0.21], [0.18, -0.10, 0.14], [-2.21, 1.10, -1.14], [0.10, -0.15, 0.34], [-0.21, -0.20, 0.60], [-0.13, 0.09, 0.01], [-0.37, 0.76, 0.07], [0.06, 1.29, 0.38], [-1.55, 1.11, 2.52], [1.85, -0.43, 0.09], [-0.35, -0.24, 0.07], [-0.20, -1.71, -1.25]],
  "mulliken_charge": [0.316, -0.871, 0.986, -0.454, -0.983, -0.663, -0.572, -0.117, 0.410, -0.908, 0.051, -0.210, 0.296, -0.855, 0.147, 0.282, -0.443, 0.370, 0.370, 1.765, -0.742, 0.411, 0.501, -0.694, 0.346, 0.358, 0.388, 0.237, -0.725, -0.672, -0.703, -0.033, 0.191, 0.378, 0.410, 0.213, -0.691, 0.747, 0.302, -0.706, -0.879, 1.769, -0.066, 0.390, -0.643],
  "spin_multiplicity": 6,
  "charge": -1,
  "orbital_gap_ev": [3.4, 7.4],
  "s2": 8.7754
}

***

No. 5
{
  "formula": "C3H7NO3",
  "method": "ωB97M-V/def2-TZVPD",
  "elements": ["H", "H", "H", "C", "H", "H", "N", "C", "H", "O", "O", "C", "H", "O"],
  "positions_angstrom": [[0.939, 2.143, -0.364], [0.043, 1.248, 1.207], [-0.231, -2.497, 1.410], [1.023, 0.251, -0.806], [1.132, -0.209, -1.789], [-1.116, 0.262, -1.208], [-0.766, 1.203, 0.578], [-0.445, 0.124, -0.362], [-1.449, 1.036, 1.318], [-1.563, -2.023, -0.277], [1.423, 1.596, -0.977], [-0.709, -1.290, 0.131], [1.738, -0.268, -0.152], [-0.020, -1.576, 1.292]],
  "forces_ev_per_angstrom": [[-0.36, 0.35, 0.28], [0.14, 0.29, -0.22], [-0.12, -0.87, 0.64], [0.25, 0.26, -0.51], [-0.11, -0.15, 0.02], [0.14, -0.12, -0.20], [1.31, -0.07, 1.62], [-0.33, -0.16, -0.33], [-0.64, -0.48, -0.95], [0.30, -0.31, -0.48], [0.29, -0.27, -0.41], [-0.48, 0.86, 1.58], [-0.42, 0.08, 0.29], [0.03, 0.58, -1.33]],
  "mulliken_charge": [0.367, 0.303, 0.335, -0.724, 0.348, 0.311, -0.852, 0.563, 0.268, -0.532, -0.526, 0.306, 0.293, -0.460],
  "smiles": "N[C@@H](CO)C(=O)O",
  "charge": 0,
  "relative_energy_kj_mol": 147.5,
  "orbital_gap_ev": 10.9
}

***

No. 6
{
  "formula": "C6H9N",
  "method": "ωB97M-V/def2-TZVPD",
  "elements": ["H", "H", "C", "H", "C", "H", "H", "H", "H", "C", "N", "C", "C", "H", "C", "H"],
  "positions_angstrom": [[-1.093, 2.471, 0.093], [-2.280, -0.186, -0.268], [0.880, 0.291, 1.063], [1.276, -1.622, -1.540], [-0.625, 0.432, 1.237], [1.415, 1.051, 1.640], [-1.214, 0.395, 2.148], [1.370, -0.681, 1.204], [0.273, -2.081, -0.130], [-1.249, 0.129, -0.143], [-0.195, -0.208, -1.082], [-0.686, 1.470, 0.142], [0.629, 0.804, -0.378], [1.423, 1.273, -0.960], [0.265, -1.587, -1.116], [-0.389, -2.159, -1.785]],
  "forces_ev_per_angstrom": [[0.04, -0.16, -0.01], [0.14, 0.07, 0.06], [0.11, -0.11, 0.06], [-0.15, 0.01, 0.09], [-0.08, -0.11, 0.28], [-0.11, -0.07, -0.07], [0.10, 0.00, -0.14], [-0.11, 0.13, -0.06], [0.03, 0.09, -0.18], [-0.40, -0.12, -0.06], [0.01, -0.05, 0.06], [-0.08, 0.29, -0.06], [0.44, 0.18, -0.14], [-0.09, -0.07, 0.08], [0.05, -0.14, -0.08], [0.10, 0.07, 0.17]],
  "mulliken_charge": [0.419, 0.390, -0.656, 0.296, -0.210, 0.309, 0.410, 0.263, 0.317, -0.618, -0.142, -0.320, -0.318, 0.453, -0.905, 0.309],
  "charge": 0,
  "relative_energy_kj_mol": 312.8,
  "orbital_gap_ev": 9.6
}

***

Number 1: total energy -3026.2950 a.u.. Number 2: total energy -1915.3703 a.u.. Number 3: total energy -606.9466 a.u.. Number 4: total energy -3513.5780 a.u.. Number 5: total energy -398.9815 a.u.. Number 6: total energy -288.6629 a.u..